{
  "formula": "C63H133N7O7",
  "method": "the ωB97M-V functional and the def2-TZVPD basis",
  "symbols": ["O", "O", "O", "O", "O", "O", "O", "N", "N", "N", "N", "N", "N", "N", "C", "C", "C", "C", "C", "C", "C", "C", "C", "C", "C", "C", "C", "C", "C", "C", "C", "C", "C", "C", "C", "C", "C", "C", "C", "C", "C", "C", "C", "C", "C", "C", "C", "C", "C", "C", "C", "C", "C", "C", "C", "C", "C", "C", "C", "C", "C", "C", "C", "C", "C", "C", "C", "C", "C", "C", "C", "C", "C", "C", "C", "C", "C", "H", "H", "H", "H", "H", "H", "H", "H", "H", "H", "H", "H", "H", "H", "H", "H", "H", "H", "H", "H", "H", "H", "H", "H", "H", "H", "H", "H", "H", "H", "H", "H", "H", "H", "H", "H", "H", "H", "H", "H", "H", "H", "H", "H", "H", "H", "H", "H", "H", "H", "H", "H", "H", "H", "H", "H", "H", "H", "H", "H", "H", "H", "H", "H", "H", "H", "H", "H", "H", "H", "H", "H", "H", "H", "H", "H", "H", "H", "H", "H", "H", "H", "H", "H", "H", "H", "H", "H", "H", "H", "H", "H", "H", "H", "H", "H", "H", "H", "H", "H", "H", "H", "H", "H", "H", "H", "H", "H", "H", "H", "H", "H", "H", "H", "H", "H", "H", "H", "H", "H", "H", "H", "H", "H", "H", "H", "H", "H", "H", "H", "H", "H", "H"],
  "xyz": [[-3.01471, -0.90733, 5.90244], [5.04327, 5.28599, 3.91040], [-5.01674, -0.81606, -4.84679], [-3.67845, -4.81452, 3.31422], [-3.42977, 6.19793, -1.30546], [1.17408, 2.36666, -0.19327], [3.52157, -2.30233, -8.74718], [-4.26632, -1.73066, -4.07684], [5.28237, 5.02887, 2.60566], [-3.27347, 5.10020, -0.42523], [-2.23211, -4.76375, 3.34258], [1.88231, 1.12746, -0.30850], [3.00417, -2.53900, -7.44268], [-1.97691, 0.01504, 6.17139], [-6.14538, -2.29408, -2.63415], [-4.27566, 3.83340, 1.48029], [1.78964, 0.73147, 2.04973], [-1.56855, -5.73896, 4.28292], [0.01744, -0.23878, 0.66597], [-2.15176, -5.47732, 5.77332], [-4.50078, 4.92740, 0.36765], [3.20120, 3.73887, 2.48109], [6.67515, 3.85080, 0.85906], [-4.70077, 6.26468, 1.16596], [1.61729, -1.97678, -7.18153], [-1.91838, 1.15186, 5.23467], [-3.20475, 2.08405, 5.40238], [-2.71479, 3.91225, -1.08845], [0.70865, -2.46083, -8.33027], [-3.87310, -2.71963, -1.76044], [-0.07159, -1.73314, 5.54864], [-2.75042, -2.27086, -5.82795], [3.35308, -3.28628, -5.14331], [0.59169, -5.43773, 2.99497], [1.01918, 0.47251, -2.59577], [4.33205, 4.59303, 0.36134], [1.08778, -2.55943, -5.87404], [-2.17692, -0.23962, -4.39280], [-1.87359, -5.60532, 1.01150], [-1.67940, -4.48803, 2.01180], [-4.65188, -1.73882, -2.63212], [-3.48331, 3.34880, -2.35519], [6.45980, 4.14089, 2.35914], [-1.93698, -7.20500, 3.90549], [2.37576, -1.17395, 0.54838], [-1.91807, -2.58916, -3.44073], [4.06125, -2.64535, -6.36003], [-2.61598, 2.71217, -0.03970], [0.34118, 0.28626, 6.95358], [-0.74240, 2.07680, 5.61271], [2.26604, 0.82427, -1.71494], [2.66334, -1.53241, -0.92978], [2.98864, 2.06827, -2.37227], [-0.14198, -4.30865, 2.19906], [1.51185, -0.45491, -7.18528], [-2.24446, -3.16887, 1.45286], [-0.05225, -5.52731, 4.37194], [-1.79892, 0.73906, 3.70849], [3.21318, -0.36354, -1.73032], [6.43508, 2.82550, 3.09317], [7.72614, 4.94390, 2.83232], [-0.76579, -0.75103, 6.56359], [3.21584, 6.27129, 1.78034], [-1.28164, 4.20918, -1.61950], [0.63390, 1.44345, 5.94062], [5.35882, 3.46147, 0.09978], [-4.65429, -0.36725, -1.96275], [4.72535, -1.33842, -5.96345], [-3.82224, 2.57434, 0.82413], [5.14922, -3.63451, -6.76049], [2.07700, -2.48155, -4.72932], [-2.80682, -1.61873, -4.39538], [-1.04741, -1.62284, 7.81989], [4.04555, 4.90399, 1.83086], [-2.34975, -2.55890, -1.99369], [-5.73377, 4.58393, -0.59903], [1.52483, 0.13286, 0.69781], [-0.20576, -2.17060, 8.24377], [-0.71899, 2.78384, 4.78347], [-4.13965, -2.66885, -0.70475], [-3.68315, 0.12771, -1.95964], [-4.09755, 1.75197, 4.87253], [4.15051, -0.46007, -6.25698], [0.99853, -2.16566, -9.33870], [-1.73364, 2.95251, 0.55343], [-3.70094, -2.34915, -6.35567], [8.59221, 4.53720, 2.31020], [-0.83803, 3.26785, -1.94385], [-1.57102, -6.58694, 1.37615], [0.30982, -4.58909, 4.79237], [-3.37350, 2.36301, 6.44248], [1.53967, -2.84892, -3.85502], [-0.24931, -0.50773, -0.35610], [1.45863, 0.36220, -3.58714], [-1.64130, -3.57582, -3.81223], [-3.69044, -0.60820, 6.51523], [1.40087, 1.74879, 2.09473], [-2.39561, 1.73243, -0.46354], [-5.79628, 3.53188, -0.87723], [1.87016, 2.92025, 0.16814], [3.38536, -0.71711, -2.74690], [2.32512, -1.42529, -4.62519], [3.25510, 1.73720, -3.37602], [-1.78266, -0.06100, -3.39242], [6.56871, 2.96418, 4.16602], [5.62301, 3.36238, -0.95307], [3.61568, 2.74204, 2.33067], [-1.93564, -7.83417, 4.79557], [7.09126, 4.64371, 0.23757], [2.16583, 0.02874, -6.45968], [3.07816, 6.67621, 2.78292], [-4.21860, 2.59397, -2.07646], [3.05296, -4.31706, -5.33177], [0.10168, 0.74066, 7.91496], [-0.17921, -1.09889, 1.30600], [4.04172, -3.12428, -4.31408], [1.25059, -0.31423, 6.97571], [0.42931, -6.34724, 2.41659], [-1.97010, -1.81300, -6.43587], [5.02698, 2.45450, 0.35274], [-5.39048, 6.22588, 2.00911], [0.30184, 1.27967, -2.74414], [-5.76784, 5.16473, -1.52077], [0.44975, -0.25041, -7.05033], [1.39992, 2.16314, 6.22935], [-0.58988, 0.61910, 0.95457], [-5.29412, 6.93890, 0.54834], [-6.83461, -1.61913, -3.14159], [1.67775, -5.35832, 3.04255], [1.81635, -1.93730, -1.48364], [-1.67861, -6.12337, 6.51282], [0.75987, -1.26060, 5.02568], [-0.88834, 0.15987, 3.55523], [-2.45194, -3.31918, -5.82137], [-6.52456, -2.47960, -1.62921], [-1.93777, 1.61668, 3.07713], [-4.04617, 4.06572, -2.95294], [-4.14632, -3.75316, -1.97321], [0.01085, -3.34642, 2.68777], [-3.22285, -3.25180, 0.97961], [-6.18007, -3.28021, -3.09724], [1.77016, -0.20097, -8.21334], [4.93981, 6.24003, 3.93663], [-1.47066, -0.98209, 8.59345], [-0.78787, -2.13163, 4.83014], [7.57976, 5.97983, 2.52648], [4.87649, -1.30076, -4.88464], [-2.25825, -2.43386, 2.25765], [-1.29093, -5.33862, 0.12975], [-0.32874, -2.18736, -8.13756], [-2.98498, 0.41799, -4.71324], [4.75521, -4.61633, -7.02296], [-0.68268, 4.77498, -0.90590], [3.37585, 4.24297, -0.02754], [-5.53001, -1.37606, -5.43379], [2.85998, 0.76248, 2.25346], [-5.22220, 3.55470, 1.94342], [1.14380, 1.05340, 5.05973], [-1.28928, 4.85255, -2.49934], [4.69740, 5.55474, 0.00115], [-3.22928, -5.63217, 5.82881], [-1.97878, -1.60323, -1.62333], [0.42031, -4.22751, 1.26882], [2.29436, 2.90831, -2.35213], [-2.04624, -4.41146, 5.97559], [0.24847, -2.01221, -5.44485], [3.09408, 3.90821, 3.55252], [3.31685, -1.05732, 1.08583], [-2.94114, -7.32491, 3.49881], [0.34729, -6.35416, 4.95912], [-0.92833, -2.13736, -3.37456], [5.60538, -3.53481, -7.74541], [7.83028, 4.98370, 3.91660], [3.35395, -2.37491, -0.96654], [-5.20367, 0.33965, -2.58450], [-3.25058, 6.94914, -0.73522], [1.35240, 0.07485, 2.80191], [-6.67409, 4.82500, -0.10326], [-3.64970, 4.18829, 2.29902], [3.55846, -3.19658, -9.09439], [3.89937, 2.36511, -1.85212], [5.71561, -1.19861, -6.39698], [-1.03542, 2.70493, 6.45396], [7.31397, 2.97371, 0.75548], [1.78963, -2.00866, 0.93285], [-4.65294, 2.16255, 0.25101], [2.23352, 6.11884, 1.33323], [3.73548, 7.04840, 1.21983], [4.18961, -0.02849, -1.38043], [5.95797, -3.83082, -6.05659], [-1.22063, -7.60088, 3.18561], [-1.84946, -2.34113, 7.64996], [-1.45100, -0.09670, -5.19325], [-3.76571, 6.71747, 1.49571], [-1.76465, -3.31355, -1.46807], [0.42622, -2.54388, 6.08061], [-5.07884, -0.39380, -0.95918], [-1.56672, -2.66873, 0.76104], [-3.65238, 1.85226, 1.62278], [-2.78474, 2.89421, -3.05765], [2.21401, 3.85137, 2.03286], [-2.93763, -5.52447, 0.78926], [5.56146, 2.18876, 2.95375], [-3.08780, 3.02617, 4.86681], [0.73165, -3.54518, -8.43869], [0.67020, -3.56171, -5.96984], [0.45828, -0.39105, -2.23833], [7.41515, 2.39456, 2.88854], [-2.59053, 0.03329, 3.45682], [-3.95225, -3.90241, 3.43549]],
  "mulliken_charge": [-0.414, -0.487, -0.446, -0.557, -0.498, 0.808, -0.499, 0.283, 0.457, 0.166, 0.955, 0.775, 0.424, 0.337, -2.042, -1.555, -0.927, 1.263, 1.149, -1.674, 2.103, -1.066, -1.785, -2.156, 1.541, 1.523, -1.987, 1.370, -1.884, -2.374, -1.423, -1.381, -1.972, -1.424, -0.845, -1.138, 0.456, -0.857, -2.021, 2.189, 2.239, -1.214, 1.697, -1.902, -0.843, -0.529, 1.754, 0.521, -1.812, -1.705, 1.029, -0.323, -1.716, -0.664, -1.667, -1.373, -0.554, -0.764, -0.774, -1.673, -1.917, 1.951, -1.748, -1.796, 0.372, -0.150, -1.727, -1.632, -0.499, -2.104, 0.679, 1.633, -2.148, 1.219, 1.325, -1.764, 1.373, 0.399, 0.552, 0.383, 0.036, 0.472, 0.259, 0.418, -0.189, 0.277, 0.408, 0.121, 0.344, -0.216, 0.431, 0.692, -0.752, 0.346, 0.505, 0.332, 0.313, -0.068, 0.277, -0.362, -0.202, -0.799, 0.498, -0.491, 0.387, 0.648, -0.076, 0.513, 0.386, 0.136, 0.498, 0.054, 0.396, 0.305, -0.485, 0.564, 0.554, 0.456, 0.140, -0.107, 0.437, -0.168, 0.347, 0.398, 0.565, -0.731, 0.531, 0.421, 0.435, -0.272, 0.438, 0.209, -0.270, 0.380, 0.335, 0.113, 0.169, 0.478, -0.078, 0.862, 0.517, 0.472, 0.399, 0.531, -0.016, 0.453, 0.233, 0.015, 0.327, 0.351, 0.610, 0.469, 0.417, 0.154, 0.379, 0.233, 0.463, -0.454, 0.541, 0.614, 0.410, -1.140, 0.505, 0.301, 0.182, -1.232, 0.504, 0.545, 0.342, 0.561, -0.661, 0.451, 0.345, 0.758, 0.562, 0.379, -0.328, 0.442, 0.271, 0.334, 0.026, 0.458, 0.446, 0.613, -0.075, 0.053, 0.237, 0.433, 0.509, 0.367, 0.327, 0.333, 0.165, 0.387, 0.494, 0.555, 0.452, -0.265, 0.254, 0.468, 0.180, 0.439, 0.181, 0.378, 0.479, 0.550, -0.203, 0.509, 0.567, 0.321],
  "smiles": "CC1(C)CCCC(C)(C)N1O.CC1(C)CCCC(C)(C)N1O.CC1(C)CCCC(C)(C)N1O.CC1(C)CCCC(C)(C)N1O.CC1(C)CCCC(C)(C)N1O.CC1(C)CCCC(C)(C)N1O.CC1(C)CCCC(C)(C)N1O",
  "e_tot_ha": -3389.7515,
  "gap_ev": 8.49,
  "total_charge": 0,
  "homo_ev": -7.985
}